No. 1
The following is a quantum chemistry calculation of the molecule C4H9NO5, from OMol25.

Last column: Löwdin charge in e.
Element x y z (Å)
1 N -1.28260 -1.35340 -0.09254  -0.244
2 O -0.82634 -1.91522 0.88353  0.143
3 O -0.84522 -1.01579 -1.15061  0.181
4 C -5.54547 1.58467 -1.49422  -0.073
5 C -4.37254 0.67784 -1.24737  -0.229
6 O -4.88103 -0.31323 -0.31002  -0.070
7 C -3.91709 -1.23803 0.00667  -0.460
8 C -4.42136 -2.00633 1.24753  -0.198
9 O -3.41488 -2.80045 1.75634  -0.046
10 O -2.72204 -0.60637 0.23621  0.014
11 H -5.25371 2.35449 -2.20497  0.076
12 H -6.39065 1.02075 -1.88596  0.080
13 H -5.84762 2.07181 -0.56452  0.083
14 H -4.01635 0.15773 -2.15539  0.131
15 H -3.53543 1.20998 -0.77064  0.122
16 H -3.84471 -1.99152 -0.80033  0.171
17 H -4.79103 -1.28221 2.00198  0.135
18 H -5.24232 -2.68298 0.92248  0.139
19 H -2.55591 -2.40510 1.51063  0.046

Values from the calculation:
**Maximum force**: 3.473 eV/A
**E**: -588.57343 a.u.
**HOMO energy**: -0.374 Ha
**Frontier orbital gap**: 0.3298 Ha
**LUMO**: -1.2 eV
**Relative energy (zero: lowest compared OMol25 entry of this formula, charge and spin)**: 141.0 kcal per mole
**Molecular weight**: 151.1 g/mol

No. 2
The following is a quantum chemistry calculation of a cluster of 2 separate species, C5H11NO in total, from OMol25.

Last column: Löwdin charge in e.
Element x y z (Å)
1 C 1.56893 0.61107 -1.29681  -0.050
2 C 0.95199 -0.48132 -0.46450  -0.321
3 C 1.41660 -0.80166 0.91163  -0.087
4 N 0.16670 -0.09222 0.69662  -0.103
5 C -1.05002 -0.75222 0.96404  -0.216
6 C -2.06579 -0.82025 0.10465  0.005
7 O -1.43817 2.35669 0.22967  -0.080
8 H 0.81933 1.06784 -1.95116  0.079
9 H 2.37501 0.20797 -1.91957  0.078
10 H 1.98500 1.39548 -0.65693  0.083
11 H 0.54266 -1.32541 -1.02217  0.142
12 H 2.21350 -0.21612 1.36600  0.110
13 H 1.35604 -1.83813 1.24159  0.111
14 H -1.12765 -1.14985 1.97503  0.114
15 H -2.15792 1.80866 0.56542  0.015
16 H -1.99290 -0.38620 -0.88980  0.067
17 H -3.00038 -1.29254 0.38722  0.053
18 H -0.65551 1.84155 0.48070  0.000

Values from the calculation:
**Maximum force**: 0.264 eV/A
**E**: -327.04670 a.u.
**HOMO energy**: -0.329 Ha
**Frontier orbital gap**: 0.3663 Ha
**LUMO**: 1.0 eV
**Relative energy (zero: lowest compared OMol25 entry of this formula, charge and spin)**: 53.1 kcal per mole
**Molecular weight**: 101.1 g/mol

No. 3
The following is a quantum chemistry calculation of the molecule C2H4P4, from OMol25.

Last column: Löwdin charge in e.
Element x y z (Å)
1 C -0.31688 0.03127 0.01482  -1.034
2 C -1.75850 0.42703 -0.15712  -0.289
3 P 0.13458 -1.60465 0.22417  0.587
4 P 0.78751 1.57340 -0.02398  0.424
5 P 2.56153 0.79577 0.43157  0.160
6 P 2.22671 -1.24608 -0.28528  0.237
7 H -1.88177 1.36762 0.22818  -0.009
8 H -2.53844 -0.40844 -0.00785  0.094
9 H -1.93853 0.79247 -1.22212  0.091
10 H 2.72380 -1.72838 0.79761  -0.260

Values from the calculation:
**Maximum force**: 3.900 eV/A
**E**: -1443.94674 a.u.
**HOMO energy**: -0.316 Ha
**Frontier orbital gap**: 0.2731 Ha
**LUMO**: -1.2 eV
**Relative energy (zero: lowest compared OMol25 entry of this formula, charge and spin)**: 11.9 kcal per mole
**Molecular weight**: 152.0 g/mol

No. 4
The following is a quantum chemistry calculation of a cluster of 2 separate species, C4H11N2 in total, from OMol25.

Last column: Löwdin charge in e.
Element x y z (Å)
1 C 0.36027 1.22910 -2.43165  -0.058
2 C 0.04010 1.05205 -1.03438  -0.035
3 C -0.54820 -0.08460 -0.54289  -0.086
4 C -1.04028 -0.28742 0.75261  -0.072
5 N -1.30496 -1.56102 1.07447  0.177
6 N 1.77695 -0.38053 2.08085  0.038
7 H -0.24927 2.00741 -2.91006  0.116
8 H 1.36079 1.65062 -2.60974  0.114
9 H -0.17831 1.92146 -0.41300  0.139
10 H 0.97191 -0.84805 1.73424  -0.057
11 H -0.48183 -0.96513 -1.18114  0.131
12 H -1.62958 0.47088 1.26224  0.166
13 H -1.94090 -1.76567 1.84253  0.147
14 H -1.44494 -2.18021 0.28690  0.139
15 H 2.51162 -0.97642 2.43941  0.028
16 H 0.26363 0.33846 -3.05076  0.096
17 H 1.53299 0.37908 2.70037  0.018

Values from the calculation:
**Total charge**: +1
**Maximum force**: 3.382 eV/A
**E**: -268.21186 a.u.
**HOMO energy**: -0.480 Ha
**Frontier orbital gap**: 0.2627 Ha
**LUMO**: -5.9 eV
**Relative energy (zero: lowest compared OMol25 entry of this formula, charge and spin)**: 58.4 kcal per mole
**Molecular weight**: 87.1 g/mol

No. 5
The following is a quantum chemistry calculation of a structure of composition C33H48BrN3P2SeTi, from OMol25.

Last column: Löwdin charge in e.
Element x y z (Å)
1 N -5.92049 3.24986 -4.82518  0.058
2 C -5.85065 3.66264 -3.56202  -0.123
3 C -4.92360 3.12745 -2.65474  -0.010
4 C -4.01522 2.15188 -3.11577  -0.218
5 C -4.14807 1.69710 -4.43040  -0.029
6 C -5.11702 2.28482 -5.25271  -0.128
7 C -2.80504 1.80906 -2.31993  -0.220
8 Ti -1.37980 0.68137 -1.33937  0.442
9 P 4.09919 -0.55712 -1.06527  1.230
10 C -1.49231 1.92170 -2.85891  -0.242
11 C -0.42838 2.41618 -1.97704  -0.371
12 C 0.76614 1.65646 -2.02558  -0.094
13 C 1.78088 1.95338 -1.10799  -0.157
14 C 1.65519 2.90460 -0.09941  -0.681
15 C 0.42184 3.57314 0.00970  -0.076
16 C -0.65443 3.24800 -0.85007  -0.030
17 Br 2.98324 3.07381 1.21920  0.852
18 H -2.96993 1.94745 -1.20902  0.020
19 H -1.21377 1.66562 -3.87841  0.134
20 H -4.91773 3.48763 -1.62408  0.112
21 H -3.49361 0.91450 -4.82300  0.111
22 H -6.55239 4.44583 -3.25056  0.117
23 H -5.22928 1.96732 -6.29732  0.116
24 H 0.97324 1.08884 -2.94881  0.121
25 H -1.60558 3.78600 -0.80852  0.140
26 H 2.65061 1.31055 -1.17579  0.004
27 H 0.30065 4.32811 0.78182  0.119
28 P -1.45712 -1.75690 -1.64080  0.883
29 C 4.76516 1.15468 -1.34118  -0.375
30 C 6.27990 1.20099 -1.52812  -0.120
31 H 4.48503 1.79022 -0.48904  0.014
32 H 4.28216 1.56022 -2.23870  0.097
33 H 6.63781 2.23586 -1.43960  0.095
34 H 6.76307 0.59374 -0.75310  0.080
35 H 6.56831 0.82669 -2.51897  0.078
36 C 3.43954 -1.00372 -2.69880  -0.360
37 C 4.50988 -1.78038 -3.46362  -0.122
38 H 3.15047 -0.08522 -3.22427  0.096
39 H 2.54053 -1.61330 -2.56707  0.053
40 H 4.19502 -1.95294 -4.49152  0.089
41 H 5.46520 -1.25027 -3.48832  0.071
42 H 4.68038 -2.75514 -3.00168  0.086
43 C 2.87911 -0.78696 0.28244  -0.351
44 C 3.60621 -1.54009 1.41668  -0.132
45 H 2.03186 -1.38282 -0.09945  0.077
46 H 2.48697 0.17642 0.63683  0.047
47 H 2.90861 -2.15044 2.00128  0.084
48 H 4.37363 -2.20626 0.98933  0.068
49 H 4.10496 -0.83850 2.09912  0.085
50 C -1.23760 -2.57579 -0.02275  -0.404
51 C -1.48983 -4.08326 -0.01793  -0.131
52 H -1.90908 -2.05500 0.68186  0.027
53 H -0.20906 -2.35408 0.29960  0.070
54 H -2.55945 -4.32059 -0.03409  0.082
55 H -1.00769 -4.60497 -0.85356  0.072
56 H -1.08999 -4.51464 0.90472  0.080
57 C -0.05328 -2.30803 -2.65885  -0.410
58 C -0.24504 -2.15783 -4.16453  -0.123
59 H 0.15127 -3.34941 -2.37622  0.089
60 H 0.80012 -1.70920 -2.31595  0.021
61 H -1.08288 -2.75892 -4.54223  0.077
62 H -0.41426 -1.10647 -4.44182  0.074
63 H 0.66567 -2.49476 -4.67434  0.080
64 C -2.94304 -2.51782 -2.37443  -0.370
65 C -4.27365 -2.03971 -1.79717  -0.121
66 H -2.82688 -3.60048 -2.24264  0.087
67 H -2.87968 -2.32604 -3.45121  0.079
68 H -4.55888 -1.06691 -2.21026  0.071
69 H -5.05327 -2.76329 -2.06240  0.088
70 H -4.25623 -1.95117 -0.70399  0.063
71 C -2.91990 -1.07914 3.74400  -0.006
72 N -1.67284 -0.42092 3.38498  -0.064
73 C -1.40217 0.31389 2.27057  -0.584
74 Se -2.61318 0.63373 0.85018  0.828
75 N -0.13824 0.80910 2.44197  0.141
76 C 0.40190 0.36365 3.65968  -0.185
77 C 1.55391 0.72739 4.33843  -0.006
78 C 1.69633 0.24524 5.64741  -0.048
79 C 0.70629 -0.56748 6.24018  -0.042
80 C -0.45946 -0.92072 5.54182  0.021
81 C -0.56347 -0.43303 4.23942  -0.164
82 H -3.67013 -0.93101 2.96395  0.066
83 H -3.29304 -0.67232 4.69141  0.113
84 H -2.73708 -2.14998 3.88852  0.109
85 H 0.31854 1.46194 1.79953  0.126
86 H 2.27334 1.37916 3.84014  0.088
87 H 2.57937 0.50263 6.23313  0.118
88 H 0.84880 -0.93039 7.25920  0.120
89 H -1.25962 -1.53124 5.96010  0.122

Values from the calculation:
**Total charge**: +2
**Maximum force**: 2.983 eV/A
**Expectation value of S²**: 2.02
**E**: -7957.50021 a.u.
**HOMO energy (alpha / beta)**: -0.430 / -0.434 Ha
**Spin multiplicity**: 3
**Frontier orbital gap (alpha / beta)**: 0.2374 / 0.1100 Ha
**LUMO (alpha / beta)**: -5.2 / -8.8 eV
**Relative energy (zero: lowest compared OMol25 entry of this formula, charge and spin)**: 45.2 kcal per mole
**Molecular weight**: 755.4 g/mol

No. 6
The following is a quantum chemistry calculation of a structure of composition C39H41AsCdF6N9O8S, from OMol25.

Last column: Löwdin charge in e.
Element x y z (Å)
1 Cd -0.12120 -0.20905 -0.31460  1.412
2 C 4.57099 8.69258 9.54680  -0.069
3 O 4.42797 7.28227 9.54226  -0.034
4 C 3.69315 6.74934 8.58049  -0.309
5 C 3.01593 7.46934 7.59763  -0.015
6 C 2.44416 6.78816 6.53939  -0.041
7 C 2.36856 5.41338 6.47389  -0.157
8 C 2.91088 4.70770 7.55608  -0.009
9 C 3.61742 5.37052 8.55258  0.012
10 C 1.86476 4.59160 5.34559  -0.257
11 N 2.25549 3.39385 5.20352  0.179
12 C 1.61101 2.87580 4.10787  -0.159
13 C 0.82735 3.79291 3.50532  -0.137
14 N 0.95502 4.91801 4.32046  0.182
15 C 0.15270 3.57136 2.29575  -0.092
16 C -0.64304 4.50748 1.61739  0.008
17 C -1.25701 4.23883 0.40798  -0.010
18 C -0.97601 2.95500 -0.13559  -0.106
19 N -0.31363 2.05021 0.53913  0.061
20 C 0.24948 2.31476 1.73730  -0.144
21 C 1.07267 1.28923 2.33389  -0.162
22 N 1.20529 0.10217 1.76496  0.051
23 C 1.95990 -0.86366 2.23724  -0.129
24 C 2.64629 -0.70012 3.46042  -0.029
25 C 2.54644 0.52977 4.06241  0.006
26 C 1.74285 1.55558 3.53868  -0.051
27 H 5.21274 8.99833 10.33813  0.088
28 H 3.66723 9.19066 9.74315  0.075
29 H 4.83684 9.16198 8.60074  0.097
30 H 3.01802 8.53509 7.63244  0.095
31 H 2.10081 7.41140 5.68455  0.123
32 H 2.96157 3.61611 7.55538  0.116
33 H 4.18349 4.79560 9.23150  0.109
34 H 0.57922 5.85358 4.17952  0.154
35 H -0.76013 5.50211 2.06255  0.117
36 H -1.86103 4.93767 -0.11397  0.098
37 H -1.40967 2.67619 -1.09152  0.102
38 H 1.91073 -1.82399 1.68853  0.107
39 H 3.22303 -1.50368 3.93981  0.116
40 H 3.09156 0.67983 4.95676  0.105
41 C 0.26905 -4.62650 -0.96652  0.015
42 C -0.16932 -3.19668 -0.83014  -0.669
43 O -0.99509 -2.71655 -1.64879  -0.095
44 O 0.25146 -2.48333 0.13066  -0.111
45 H 0.55394 -5.08581 -0.03918  0.075
46 H 1.14226 -4.65036 -1.62975  0.080
47 H -0.51375 -5.25908 -1.43383  0.092
48 C -5.38288 -2.41655 -0.53794  -0.010
49 N -4.18892 -1.76816 -0.01269  -0.091
50 C -3.64500 -2.08394 1.29160  -0.044
51 C -2.46720 -1.19298 1.35554  -0.541
52 O -1.72471 -1.08152 2.30327  0.053
53 N -2.35465 -0.55279 0.15535  0.081
54 C -3.30771 -1.03987 -0.68237  -0.418
55 N -3.40229 -0.71066 -1.96066  0.228
56 H -5.14343 -3.47918 -0.80595  0.109
57 H -5.76675 -1.89119 -1.41523  0.085
58 H -6.13469 -2.34274 0.25940  0.094
59 H -3.36011 -3.14058 1.42041  0.150
60 H -4.40892 -1.87803 2.07136  0.148
61 H -2.59125 -0.18154 -2.39738  0.112
62 H -4.01670 -1.22034 -2.58957  0.106
63 C -6.80005 -4.68102 -7.02847  -0.056
64 C -5.61155 -4.38310 -6.14746  -0.294
65 C -5.05352 -3.14575 -6.14147  -0.044
66 C -3.92856 -2.89005 -5.35755  -0.003
67 C -3.48112 -3.87542 -4.47661  -0.276
68 C -4.04360 -5.16651 -4.48093  0.008
69 C -5.03075 -5.37785 -5.38672  -0.052
70 S -0.97691 -3.24731 -4.04718  1.000
71 O -2.46538 -3.59073 -3.55521  -0.255
72 O -0.82424 -3.72923 -5.39980  -0.268
73 N -1.02969 -1.64145 -4.17307  -0.139
74 C -0.21901 -0.84524 -5.10656  -0.204
75 C 0.68618 0.10758 -4.39159  -0.103
76 C 0.04668 0.93243 -3.28462  -0.695
77 O 0.21864 2.11709 -3.28672  0.062
78 O -0.68188 0.32049 -2.42039  -0.231
79 H -7.38817 -5.56414 -6.75522  0.075
80 H -6.57861 -4.72321 -8.11366  0.086
81 H -7.52082 -3.80437 -6.97863  0.095
82 H -5.37255 -2.42904 -6.89868  0.127
83 H -3.46551 -1.92691 -5.49876  0.113
84 H -3.70349 -5.99028 -3.93893  0.107
85 H -5.32079 -6.45693 -5.42884  0.137
86 H -0.96621 -1.18731 -3.24479  0.041
87 H -0.84886 -0.17775 -5.82729  0.160
88 H 0.31608 -1.50700 -5.76637  0.088
89 H 1.06297 0.74471 -5.19143  0.129
90 H 1.49332 -0.45303 -3.85968  0.106
91 F 1.64242 -2.73033 -3.39084  -0.278
92 As 2.95942 -3.34120 -4.37502  0.697
93 F 2.05135 -4.82983 -4.48847  -0.262
94 F 2.18312 -2.80525 -5.79083  -0.218
95 F 4.24628 -4.06219 -5.23307  -0.227
96 F 3.85582 -1.85664 -4.22066  -0.240
97 F 3.66540 -3.90155 -2.88387  -0.257
98 C 5.23106 -1.27629 0.25851  -0.056
99 C 4.48029 -1.68782 -1.03746  -0.195
100 C 3.19946 -1.04615 -1.17287  -0.187
101 N 2.20546 -0.48081 -1.08456  0.158
102 H 6.19565 -1.77023 0.29726  0.077
103 H 4.65445 -1.55817 1.13487  0.057
104 H 5.36640 -0.24289 0.38432  0.058
105 H 4.29387 -2.74722 -1.13881  0.101
106 H 5.03174 -1.51162 -1.93387  0.105

Values from the calculation:
**Maximum force**: 2.807 eV/A
**Expectation value of S²**: 0.76
**E**: -6006.57933 a.u.
**HOMO energy (alpha / beta)**: -0.302 / -0.302 Ha
**Spin multiplicity**: 2
**Frontier orbital gap (alpha / beta)**: 0.2934 / 0.1901 Ha
**LUMO (alpha / beta)**: -0.2 / -3.1 eV
**Relative energy (zero: lowest compared OMol25 entry of this formula, charge and spin)**: 0.0 kcal per mole
**Molecular weight**: 1097.2 g/mol